(1)
Formula: C5H8N2O
Source: the OMol25 dataset
Level of theory: ωB97M-V/def2-TZVPD

```
16
Properties=species:S:1:pos:R:3:forces:R:3
C 1.34634 0.20614 1.59637 -2.87 -1.67 -0.02
C 1.45247 0.56405 0.35688 -1.07 -1.24 -0.01
C -0.23493 0.82032 -1.63254 0.91 -4.93 3.50
C 0.22045 -0.77113 1.78552 -1.89 1.72 -1.63
C -1.55853 0.26036 -1.75380 -3.54 2.01 -0.23
N -0.16352 -1.06002 0.36264 0.88 0.22 0.07
N 0.64420 -0.16657 -0.49156 -2.12 1.25 -2.10
O 0.31016 1.65085 -2.20066 1.90 2.62 -1.38
H 1.82637 0.42549 2.43131 2.51 1.79 3.17
H 1.99393 1.35736 0.04391 1.87 2.05 -1.50
H 0.57341 -1.62219 2.29207 0.03 -1.42 0.59
H -0.76221 -0.40747 2.22378 1.52 0.04 0.39
H -1.82096 -0.26354 -2.71349 0.60 0.39 1.06
H -2.22835 1.23188 -1.72474 1.00 -1.76 -0.37
H -1.83701 -0.25444 -0.83445 0.15 -0.50 -0.50
H 0.23819 -1.97110 0.25876 0.10 -0.56 -1.04
```
Positions in Å, forces in eV/Å.

Properties
SMILES: CC(=O)N1C=CCN1
charge: 0
spin multiplicity: 1

(2)
Formula: C5H8N2O
Source: the OMol25 dataset
Level of theory: ωB97M-V/def2-TZVPD

```
16
Properties=species:S:1:pos:R:3:forces:R:3
C -1.36428 -1.06179 -0.35259 -1.37 0.02 -0.35
C -0.49939 -0.56995 0.70192 1.34 -0.58 0.88
C 1.66956 0.21502 0.03752 1.98 1.07 -0.06
C 0.57115 1.11041 -0.45257 0.10 -0.70 -0.16
C -0.31002 0.90268 0.77342 -0.09 0.89 0.07
H -2.42448 -0.76491 -0.19955 -0.03 -0.21 -0.27
H -0.81960 -0.99764 1.65055 -0.39 0.08 0.18
H 0.98201 -1.65727 -0.18162 0.01 -1.12 -0.86
H 2.25934 0.70251 0.81921 -0.04 -0.15 0.18
H 2.39741 -0.02404 -0.75173 -0.30 -0.28 0.13
H 0.16215 0.66709 -1.35767 -0.24 0.15 0.03
H 0.14697 2.78774 0.63511 0.16 0.72 0.36
H 0.22401 1.11037 1.67476 0.49 -0.30 0.61
N 0.95857 -0.97534 0.53097 -0.64 0.72 0.63
N -0.29995 2.14921 0.01103 -0.98 0.08 -0.76
O -0.99253 -1.70240 -1.29115 0.00 -0.41 -0.60
```
Positions in Å, forces in eV/Å.

Properties
SMILES: O=C[C@H]1NC[C@@H]2N[C@H]21
charge: 0
spin multiplicity: 1

(3)
Formula: C5H8N2O
Source: the OMol25 dataset
Level of theory: ωB97M-V/def2-TZVPD

```
16
Properties=species:S:1:pos:R:3:forces:R:3
C 1.11820 0.29705 -0.91735 0.35 1.88 -4.02
C 0.78937 -0.08148 1.09768 -0.34 0.14 1.69
C -0.17325 0.26415 -0.06475 0.16 -1.39 -0.04
C -0.97235 -1.09955 -0.25468 0.42 0.23 -2.03
C -1.34008 1.22523 0.05676 -1.23 -0.38 -0.42
H 1.18512 -0.27708 -1.98532 -0.62 1.40 2.31
H 1.53182 1.37467 -1.08495 -1.01 -1.45 -0.03
H 2.73079 -0.02368 0.30055 2.06 0.73 0.52
H 0.22271 -0.94502 1.64105 2.10 1.28 -0.25
H 1.11916 0.70959 1.82485 -0.68 -0.51 -0.56
H -0.99908 -1.35511 -1.38585 0.83 -0.48 1.88
H -0.82395 -1.88586 0.54016 0.81 0.42 -1.59
H -1.49380 2.38378 0.03049 0.79 -2.54 0.31
N 1.84432 -0.33922 0.09523 -1.85 -2.65 1.62
N -2.43194 0.52190 0.13381 -0.69 3.85 0.01
O -2.30702 -0.76938 -0.02767 -1.10 -0.54 0.60
```
Positions in Å, forces in eV/Å.

Properties
SMILES: C1=NOCC12CNC2
charge: 0
spin multiplicity: 1

no.,E (eV),LUMO energy (eV),HOMO level (eV)
1,-10339.05268,0.9485,-7.7
2,-10337.77852,0.8154,-8.8
3,-10337.68377,0.8451,-9.1